{"formula": "C19H36BKNO7S2", "method": "the ωB97M-V functional and the def2-TZVPD basis", "lumo_energy_ev": 5.3904, "molar_mass_g_mol": 504.54, "spin_multiplicity": 1, "total_charge": -3, "symbols": ["K", "C", "C", "C", "C", "C", "C", "N", "O", "C", "C", "C", "H", "H", "H", "H", "H", "H", "H", "H", "H", "H", "H", "H", "H", "H", "H", "H", "H", "H", "B", "H", "H", "H", "H", "C", "C", "C", "O", "C", "C", "C", "O", "O", "O", "H", "H", "C", "S", "O", "C", "H", "H", "H", "H", "H", "H", "C", "S", "O", "C", "H", "H", "H", "H", "H", "H"], "positions_angstrom": [[-14.830, 9.081, 22.028], [-11.646, 7.042, 21.975], [-11.572, 7.065, 23.531], [-10.396, 6.159, 23.937], [-9.032, 6.844, 23.853], [-9.082, 8.209, 24.522], [-10.208, 9.125, 24.007], [-11.439, 8.404, 24.054], [-12.559, 9.223, 23.862], [-9.775, 9.637, 22.602], [-10.290, 10.308, 24.962], [-12.855, 6.449, 24.069], [-12.341, 7.818, 21.652], [-12.004, 6.082, 21.600], [-10.681, 7.299, 21.533], [-10.398, 5.311, 23.239], [-10.566, 5.718, 24.925], [-8.722, 6.889, 22.804], [-8.282, 6.248, 24.390], [-8.095, 8.689, 24.476], [-9.297, 8.025, 25.582], [-9.365, 8.822, 22.004], [-8.990, 10.401, 22.691], [-10.602, 10.070, 22.034], [-11.236, 10.828, 24.836], [-9.400, 10.954, 24.921], [-10.219, 9.960, 26.003], [-12.725, 6.121, 25.105], [-13.122, 5.554, 23.491], [-13.734, 7.081, 23.994], [-16.260, 8.960, 24.737], [-17.084, 8.955, 23.861], [-16.843, 9.139, 25.803], [-15.635, 7.942, 24.672], [-15.468, 9.844, 24.517], [-17.893, 5.197, 19.181], [-17.566, 5.382, 20.552], [-16.296, 6.221, 20.845], [-15.978, 6.545, 22.001], [-15.488, 6.624, 19.746], [-15.793, 6.395, 18.397], [-17.086, 5.620, 18.104], [-17.377, 5.373, 16.924], [-15.002, 6.677, 17.463], [-18.253, 4.993, 21.507], [-18.765, 4.591, 18.955], [-14.579, 7.151, 20.018], [-11.229, 10.572, 18.233], [-12.130, 9.450, 19.313], [-13.183, 10.248, 19.971], [-12.846, 8.471, 18.005], [-11.997, 11.160, 17.718], [-10.670, 10.068, 17.442], [-10.544, 11.211, 18.785], [-13.180, 9.053, 17.139], [-13.747, 7.951, 18.339], [-12.091, 7.761, 17.667], [-16.959, 13.147, 21.040], [-17.832, 11.569, 21.191], [-16.945, 10.470, 20.762], [-17.831, 11.526, 22.971], [-16.873, 13.427, 19.989], [-15.943, 13.033, 21.423], [-17.526, 13.895, 21.591], [-16.831, 11.508, 23.406], [-18.300, 10.581, 23.246], [-18.444, 12.338, 23.375]], "nbo_charge": [0.92, -0.63, 0.11, -0.39, -0.39, -0.39, 0.11, -0.23, -0.84, -0.65, -0.60, -0.59, 0.21, 0.20, 0.17, 0.19, 0.19, 0.18, 0.18, 0.17, 0.19, 0.18, 0.17, 0.23, 0.27, 0.16, 0.18, 0.18, 0.19, 0.28, -0.73, -0.08, -0.08, -0.02, -0.07, -0.57, 0.41, 0.44, -0.67, -0.57, 0.42, 0.41, -0.71, -0.75, -0.68, 0.17, 0.16, -0.84, 1.28, -1.00, -0.86, 0.22, 0.21, 0.22, 0.21, 0.33, 0.22, -0.84, 1.25, -0.97, -0.86, 0.22, 0.24, 0.21, 0.27, 0.29, 0.19]}

=====

{"formula": "C4H5Cl4O2P", "method": "the ωB97M-V functional and the def2-TZVPD basis", "lumo_energy_ev": -0.5101, "smiles": "O=P(Cl)(Cl)Cl.CCC(Cl)=C=O", "molar_mass_g_mol": 257.87, "spin_multiplicity": 1, "symbols": ["C", "C", "C", "C", "O", "O", "P", "Cl", "Cl", "Cl", "Cl", "H", "H", "H", "H", "H"], "positions_angstrom": [[-1.803, -0.788, 2.347], [0.239, -0.823, -0.950], [-0.174, -0.397, 0.517], [-1.392, -1.062, 1.163], [-2.543, -0.706, 3.248], [-2.914, -0.189, -1.211], [-3.983, 0.228, -0.303], [-3.471, 1.617, 0.959], [-1.860, -2.681, 0.456], [-4.813, -1.315, 0.737], [-5.489, 1.014, -1.429], [0.158, -0.026, -1.638], [-0.410, -1.754, -1.246], [1.279, -1.090, -0.845], [-0.439, 0.707, 0.513], [0.701, -0.562, 1.127]], "nbo_charge": [0.65, -0.60, -0.42, -0.29, -0.42, -1.04, 1.65, -0.18, 0.00, -0.20, -0.22, 0.22, 0.23, 0.20, 0.22, 0.21]}

=====

Computed HOMO energy, in the same sequence as the records: 0.0816, -0.3298 Ha.